(A)
# CH3BrOS

A cluster of 2 separate species, CH3BrOS in total (ωB97M-V/def2-TZVPD, the OMol25 dataset).

```
7
Properties=species:S:1:pos:R:3:lowdin_charge:R:1
C -0.01 -0.02 0.02 0.05
O 0.98 -0.36 3.72 -0.62
S 1.78 -0.79 2.58 0.42
Br 1.40 -2.92 2.15 0.21
H -0.50 -0.93 0.16 -0.05
H 1.03 -0.14 -0.43 0.01
H -0.14 0.93 0.43 -0.03
```

Properties
* LUMO energy (spin up / spin down): -1.46 / -0.35 eV

=====

(B)
# CH3BrOS

A cluster of 2 separate species, CH3BrOS in total (ωB97M-V/def2-TZVPD, the OMol25 dataset).

```
7
Properties=species:S:1:pos:R:3:lowdin_charge:R:1
C 0.30 0.17 -0.62 -0.39
O 0.00 -1.22 1.57 -0.56
S -0.82 -0.61 0.55 0.45
Br -1.55 1.39 1.34 0.27
H -0.17 0.60 -1.48 0.01
H 1.16 -1.09 -1.20 0.22
H 1.09 0.77 -0.17 0.01
```

Properties
* LUMO energy: -0.48 eV

=====

It comes down to (B), which is 0.576 eV more stable than the next structure.

=====

(A)
# CH3BrOS

A structure of composition CH3BrOS (ωB97M-V/def2-TZVPD, the OMol25 dataset).

```
7
Properties=species:S:1:pos:R:3:lowdin_charge:R:1
C -0.48 -0.36 -0.48 -0.89
O 2.07 0.48 -0.14 -0.63
S 0.65 0.88 0.30 0.75
Br -2.07 -0.44 0.57 0.62
H 0.09 -1.31 -0.56 0.05
H 0.49 0.47 1.75 0.02
H -0.75 0.29 -1.44 0.07
```

Properties
* LUMO energy: 0.43 eV

=====

(B)
# CH3BrOS

The molecule CH3BrOS (ωB97M-V/def2-TZVPD, the OMol25 dataset).

```
7
Properties=species:S:1:pos:R:3:lowdin_charge:R:1
C 0.61 0.48 -0.18 -0.35
O -2.16 0.11 -0.18 -0.63
S -0.77 -0.15 0.82 0.54
Br -0.30 -2.31 0.63 0.31
H 0.79 1.51 0.15 0.04
H 0.34 0.48 -1.23 0.06
H 1.50 -0.12 -0.01 0.03
```

Properties
* LUMO energy: -0.74 eV

=====

It comes down to (B), which is 0.201 eV more stable than the next structure.